{
  "formula": "CH2KLiO3",
  "method": "the ωB97M-V functional and the def2-TZVPD basis",
  "relative_energy_kcal_mol": 0.0,
  "total_energy_ha": -872.5027,
  "homo_lumo_gap_ev": 4.221,
  "elements": ["O", "C", "O", "O", "Li", "H", "K", "H"],
  "positions_angstrom": [[1.518, 0.975, -0.119], [0.284, 0.536, 0.235], [-0.722, 1.156, -0.122], [0.287, -0.684, 0.577], [-1.803, -0.607, -0.086], [1.757, 1.755, 0.394], [2.287, -1.897, -0.674], [-3.608, -1.234, -0.205]]
}